This record from the OMol25 dataset describes a cluster of 2 separate species, CH3NO5 in total at a distorted geometry. The level of theory is ωB97M-V/def2-TZVPD.

```
10
Properties=species:S:1:pos:R:3:nbo_charge:R:1
O 1.650 0.650 -1.408 -0.27
O 2.107 -1.133 -0.325 -0.54
O -0.736 -0.363 1.734 -0.62
O -1.871 -0.408 -0.170 -0.68
O -0.780 1.486 0.354 -0.70
N 1.179 -0.365 -0.989 0.33
C -1.086 0.197 0.702 0.98
H 1.736 -1.863 0.063 0.48
H -1.871 -0.086 -1.091 0.51
H -0.328 1.885 1.130 0.51
```

Results
Orbital gap   0.3953 hartree
Lowest unoccupied orbital energy   -0.00311 hartree
E_tot   -12810.779 eV
ΔE to the lowest compared entry with this formula, charge and spin   22.2 kJ/mol